Formula: C15H16N2O2S
Source: the OMol25 dataset
Level of theory: ωB97M-V/def2-TZVPD

Properties
**HOMO level**: -8.6845 eV
**SMILES**: COCCSc1ccccc1C(=O)Nc1ccncc1
**Kohn-Sham gap**: 0.337 Ha
**E**: -1239.3683 hartree
**Relative energy (zero: lowest compared OMol25 entry of this formula, charge and spin)**: 44.97 kcal per mole

The geometry in ORCA input format:
```
! wB97M-V def2-TZVPD RIJCOSX def2/J DEFGRID3
* xyz 0 1
C 5.041 -1.759 -0.538
O 4.280 -0.580 -0.437
C 3.291 -0.438 -1.428
C 2.027 -1.269 -1.150
S 0.547 -0.272 -0.777
C 0.603 -0.068 0.992
C 1.820 -0.062 1.663
C 1.857 0.041 3.042
C 0.683 0.133 3.770
C -0.528 0.138 3.106
C -0.587 0.060 1.718
C -1.952 0.061 1.109
O -2.874 -0.543 1.613
N -2.053 0.839 -0.011
C -3.143 1.002 -0.858
C -4.384 0.407 -0.646
C -5.389 0.652 -1.568
N -5.247 1.416 -2.637
C -4.066 1.979 -2.834
C -2.987 1.810 -1.986
H 5.547 -1.817 -1.509
H 4.428 -2.659 -0.406
H 5.783 -1.712 0.256
H 3.040 0.627 -1.442
H 3.704 -0.707 -2.410
H 1.734 -1.845 -2.027
H 2.180 -1.948 -0.312
H 2.747 -0.132 1.117
H 2.813 0.046 3.543
H 0.711 0.200 4.847
H -1.459 0.200 3.648
H -1.221 1.336 -0.302
H -4.553 -0.224 0.209
H -6.367 0.208 -1.441
H -3.983 2.596 -3.719
H -2.040 2.286 -2.192
*
```



Formula: C15H16N2O3S
Source: the OMol25 dataset
Level of theory: ωB97M-V/def2-TZVPD

Properties
**HOMO level**: -8.6762 eV
**SMILES**: C/C(N)=C(/C#N)C(=O)COC(=O)CCSc1ccccc1
**Kohn-Sham gap**: 0.339 Ha
**E**: -1314.6279 hartree
**Relative energy (zero: lowest compared OMol25 entry of this formula, charge and spin)**: 30.89 kcal per mole

The geometry in ORCA input format:
```
! wB97M-V def2-TZVPD RIJCOSX def2/J DEFGRID3
* xyz 0 1
C -2.316 -2.741 -0.577
C -2.260 -1.776 0.550
N -1.786 -2.224 1.721
C -2.680 -0.467 0.412
C -2.574 0.395 1.516
N -2.501 1.071 2.444
C -3.167 0.073 -0.847
O -3.608 -0.588 -1.764
C -3.119 1.602 -0.954
O -1.921 2.173 -0.433
C -0.776 1.597 -0.800
O -0.703 0.648 -1.536
C 0.409 2.274 -0.145
C 0.580 1.780 1.289
S 0.776 -0.033 1.386
C 2.294 -0.201 0.453
C 2.244 -0.692 -0.842
C 3.417 -0.809 -1.568
C 4.626 -0.437 -1.002
C 4.666 0.050 0.295
C 3.499 0.165 1.029
H -1.767 -3.650 -0.341
H -3.352 -2.990 -0.802
H -1.909 -2.283 -1.477
H -1.330 -3.119 1.769
H -1.619 -1.571 2.471
H -3.929 2.047 -0.370
H -3.230 1.871 -2.010
H 0.241 3.352 -0.127
H 1.303 2.045 -0.731
H -0.306 1.995 1.886
H 1.456 2.238 1.748
H 1.292 -0.955 -1.275
H 3.385 -1.185 -2.579
H 5.539 -0.527 -1.571
H 5.608 0.338 0.737
H 3.520 0.535 2.044
*
```



Formula: C15H16N2OS
Source: the OMol25 dataset
Level of theory: ωB97M-V/def2-TZVPD

Properties
**HOMO level**: -7.7505 eV
**SMILES**: O=C(c1cccs1)N1CCN(c2ccccc2)CC1
**Kohn-Sham gap**: 0.309 Ha
**E**: -1164.1321 hartree
**Relative energy (zero: lowest compared OMol25 entry of this formula, charge and spin)**: 15.42 kcal per mole

The geometry in ORCA input format:
```
! wB97M-V def2-TZVPD RIJCOSX def2/J DEFGRID3
* xyz 0 1
O 3.076 0.584 -0.067
C 2.077 0.315 0.577
C 2.179 -0.216 1.956
C 1.626 0.266 3.109
C 2.069 -0.423 4.258
C 2.952 -1.411 3.960
S 3.279 -1.510 2.278
N 0.825 0.532 0.101
C -0.395 -0.030 0.632
C -0.951 -1.056 -0.374
N -1.154 -0.481 -1.682
C -2.355 0.143 -2.008
C -2.598 0.526 -3.332
C -3.798 1.098 -3.702
C -4.803 1.298 -2.769
C -4.585 0.908 -1.461
C -3.382 0.343 -1.080
C 0.095 0.048 -2.190
C 0.664 1.097 -1.224
H 0.943 1.096 3.136
H 1.743 -0.189 5.255
H 3.436 -2.093 4.631
H -0.202 -0.516 1.587
H -1.120 0.780 0.777
H -1.879 -1.494 -0.007
H -0.216 -1.862 -0.484
H -1.849 0.354 -4.089
H -3.953 1.382 -4.733
H -5.741 1.745 -3.060
H -5.356 1.052 -0.718
H -3.255 0.065 -0.045
H -0.046 0.502 -3.169
H 0.807 -0.779 -2.286
H 1.643 1.441 -1.561
H -0.026 1.946 -1.161
*
```



Formula: C15H17AsI2NO6PdS
Source: the OMol25 dataset
Level of theory: ωB97M-V/def2-TZVPD

Properties
**HOMO level**: -5.4720 eV
**Kohn-Sham gap**: 0.270 Ha
**E**: -4445.3004 hartree

The geometry in ORCA input format:
```
! wB97M-V def2-TZVPD RIJCOSX def2/J DEFGRID3
* xyz -1 1
Pd 0.691 -0.717 -0.268
C 1.636 1.218 1.595
N 2.241 0.344 0.569
C 2.951 1.179 -0.411
C 3.154 -0.637 1.207
C 2.329 -1.716 1.848
C 2.752 -2.446 2.948
C 1.950 -3.465 3.446
C 0.732 -3.734 2.836
C 0.309 -2.988 1.740
C 1.095 -1.960 1.225
H 2.422 1.814 2.074
H 1.123 0.611 2.336
H 0.908 1.871 1.119
H 3.716 1.778 0.098
H 2.227 1.810 -0.920
H 3.418 0.537 -1.156
H 3.821 -0.123 1.912
H 3.770 -1.058 0.408
H 3.707 -2.227 3.418
H 2.271 -4.043 4.304
H 0.099 -4.525 3.224
H -0.650 -3.211 1.286
O 0.419 0.687 -1.742
As -2.997 1.092 0.455
O -4.511 1.263 0.991
O -1.697 1.718 1.253
C -2.811 1.153 -1.460
C -2.943 2.284 -2.248
C -2.781 2.169 -3.620
C -2.508 0.936 -4.202
C -2.386 -0.199 -3.416
C -2.533 -0.062 -2.047
S -2.343 -1.437 -0.961
O -3.256 -2.483 -1.300
O -0.944 -1.850 -0.972
O -2.686 -0.803 0.381
H 0.249 0.249 -2.581
H -3.153 3.246 -1.797
H -2.867 3.049 -4.245
H -2.388 0.861 -5.275
H -2.174 -1.168 -3.849
I -1.418 4.152 0.968
I -0.941 6.834 0.826
*
```



Formula: C15H17BrClN3O3S
Source: the OMol25 dataset
Level of theory: ωB97M-V/def2-TZVPD

Properties
**HOMO level**: -8.2365 eV
**Kohn-Sham gap**: 0.290 Ha
**E**: -4403.8299 hartree
**Relative energy (zero: lowest compared OMol25 entry of this formula, charge and spin)**: 252.63 kcal per mole

The geometry in ORCA input format:
```
! wB97M-V def2-TZVPD RIJCOSX def2/J DEFGRID3
* xyz 0 1
C -4.647 3.462 -3.021
C -4.104 3.423 -1.746
H -3.793 4.363 -1.444
H -4.770 3.026 -0.984
O -2.874 2.320 -1.785
C -1.663 2.779 -2.017
O -1.350 3.959 -2.340
N -0.890 1.643 -2.087
C -1.079 0.360 -1.420
H -2.113 0.373 -1.216
H -0.878 -0.403 -1.948
C -0.283 0.192 -0.071
N 1.261 0.632 -0.579
C 2.056 -0.242 -0.285
S 3.556 -0.226 -1.255
N 2.055 -1.336 0.582
C 1.667 -1.248 1.721
O 1.096 -0.359 2.355
C 1.650 -2.658 2.444
C 3.102 -3.084 2.733
C 3.353 -4.387 3.279
C 2.313 -5.000 4.125
C 0.925 -4.529 3.880
C 0.782 -3.296 3.260
Cl -1.040 -3.014 2.819
H 0.118 -5.026 4.189
H 2.644 -5.844 4.361
Br 4.960 -4.985 3.527
H 4.022 -2.551 2.278
H 2.611 -2.061 0.227
C 1.238 1.871 -1.009
H 2.420 1.964 -1.319
C 0.478 2.052 -2.293
H 0.702 3.042 -2.797
H 0.966 1.302 -3.054
H 0.828 2.694 -0.214
H -0.407 -0.743 0.178
H -0.569 1.258 0.840
H -3.910 3.692 -3.728
H -5.014 2.335 -3.160
H -5.420 4.253 -3.029
*
```



Formula: C15H17ClN2O2
Source: the OMol25 dataset
Level of theory: ωB97M-V/def2-TZVPD

Properties
**HOMO level**: -8.6855 eV
**SMILES**: CN1CCN(Cc2cc(=O)oc3ccc(Cl)cc23)CC1
**Kohn-Sham gap**: 0.317 Ha
**E**: -1301.9648 hartree

The geometry in ORCA input format:
```
! wB97M-V def2-TZVPD RIJCOSX def2/J DEFGRID3
* xyz 0 1
C 1.228 -0.586 -4.736
N 0.901 -1.247 -3.494
C -0.529 -1.476 -3.368
C -0.823 -2.256 -2.065
N 0.330 -2.336 -1.191
C 0.679 -1.058 -0.597
C -0.193 -0.741 0.587
C -0.984 -1.676 1.156
C -1.845 -1.400 2.289
O -2.573 -2.195 2.826
O -1.824 -0.116 2.776
C -1.028 0.836 2.248
C -1.072 2.098 2.842
C -0.281 3.117 2.363
C 0.564 2.876 1.283
Cl 1.562 4.155 0.688
C 0.619 1.637 0.681
C -0.183 0.591 1.152
C 1.413 -3.010 -1.878
C 1.631 -2.489 -3.319
H 2.296 -0.375 -4.759
H 0.969 -1.189 -5.621
H 0.684 0.357 -4.790
H -0.924 -2.035 -4.235
H -1.020 -0.499 -3.352
H -1.646 -1.790 -1.522
H -1.114 -3.283 -2.302
H 1.713 -1.108 -0.243
H 0.621 -0.240 -1.327
H -1.002 -2.685 0.778
H -1.734 2.250 3.679
H -0.310 4.095 2.817
H 1.285 1.478 -0.150
H 2.323 -2.897 -1.287
H 1.166 -4.076 -1.908
H 1.306 -3.247 -4.055
H 2.690 -2.290 -3.493
*
```



Formula: C15H17ClN5O6S2W
Source: the OMol25 dataset
Level of theory: ωB97M-V/def2-TZVPD

Properties
**HOMO level**: -17.4681 eV
**Kohn-Sham gap**: 0.197 Ha
**E**: -2629.7276 hartree
**Relative energy (zero: lowest compared OMol25 entry of this formula, charge and spin)**: 2.36 kcal per mole

The geometry in ORCA input format:
```
! wB97M-V def2-TZVPD RIJCOSX def2/J DEFGRID3
* xyz 3 1
W -0.681 0.727 0.088
Cl -3.143 -2.615 6.089
C -2.376 -1.838 4.807
C -1.250 -1.096 5.088
C -0.432 -0.480 4.079
C -0.881 -0.549 2.773
O -0.256 0.078 1.760
C -2.018 -1.323 2.468
C -2.529 -1.360 1.127
O -2.085 -0.659 0.171
C -2.716 -2.011 3.464
H -1.010 -0.879 6.125
H 0.472 0.050 4.386
H -3.428 -1.964 0.914
H -3.554 -2.561 3.183
C -2.240 -1.165 -4.899
N -1.480 -0.383 -3.958
C -0.383 0.379 -4.228
C 0.130 0.774 -3.038
N -0.716 0.291 -2.040
C -1.637 -0.429 -2.635
H -3.276 -1.029 -4.630
H -1.989 -2.249 -4.894
H -2.199 -0.763 -5.932
H -0.059 0.646 -5.230
H 0.997 1.362 -2.761
H -2.441 -0.928 -2.109
C 5.153 0.449 -0.030
N 3.711 0.333 -0.288
C 3.027 -0.962 -0.590
C 1.579 -0.564 -0.401
O 0.507 -1.195 -0.454
N 1.504 0.726 -0.143
C 2.794 1.222 0.056
N 3.023 2.495 0.425
H 5.732 -0.141 -0.784
H 5.395 0.137 0.939
H 5.529 1.473 -0.149
H 3.369 -1.777 0.047
H 3.205 -1.231 -1.605
H 2.332 3.003 0.937
H 3.954 2.791 0.458
O -1.971 1.728 1.426
S -2.164 2.780 0.328
O -2.347 1.796 -0.779
O -3.013 3.871 0.464
S -0.141 3.038 -0.028
*
```



Formula: C15H17IN3O10S
Source: the OMol25 dataset
Level of theory: ωB97M-V/def2-TZVPD

Properties
**HOMO level**: -12.8162 eV
**Kohn-Sham gap**: 0.334 Ha
**E**: -2194.1541 hartree

The geometry in ORCA input format:
```
! wB97M-V def2-TZVPD RIJCOSX def2/J DEFGRID3
* xyz 1 1
O 1.401 3.179 0.715
C 0.826 3.210 -0.311
I 1.491 4.428 -1.984
C -0.421 2.373 -0.616
C 0.030 1.146 -1.344
C 0.068 -0.111 -0.858
N 0.590 -0.886 -1.892
C 0.850 -0.122 -2.941
N 1.365 -0.636 -4.108
C 1.754 0.166 -4.972
S 2.030 1.174 -6.093
N 0.513 1.138 -2.643
H -1.155 2.939 -1.190
H -0.873 2.074 0.329
H -0.240 -0.429 0.126
H 0.769 -1.879 -1.861
H 0.616 1.941 -3.252
C 0.524 -2.860 3.226
C -0.696 -3.718 3.479
O -1.770 -2.817 3.154
C -1.294 -1.889 2.313
O -1.956 -1.098 1.710
O 0.054 -1.955 2.215
H 1.381 -3.424 2.866
H 0.817 -2.286 4.106
H -0.750 -4.580 2.813
H -0.778 -4.058 4.507
C -4.549 2.116 -0.250
C -5.691 1.647 -1.127
O -5.595 2.527 -2.254
C -4.330 2.985 -2.331
O -3.873 3.595 -3.240
O -3.627 2.646 -1.216
H -4.088 1.314 0.322
H -4.843 2.918 0.429
H -5.559 0.620 -1.473
H -6.664 1.740 -0.652
C 5.145 -0.703 1.404
C 3.665 -0.712 1.078
O 3.359 -2.111 1.092
C 4.284 -2.735 1.873
O 4.200 -3.864 2.225
O 5.288 -1.890 2.189
H 5.454 0.169 1.975
H 5.772 -0.790 0.515
H 3.066 -0.211 1.841
H 3.437 -0.280 0.106
*
```